Below is a molecular structure, C54H114N6O6 in a non-equilibrium geometry, with properties calculated with ωB97M-V with the def2-TZVPD basis set.

**HOMO energy**: -6.882 eV
**Max |F|**: 0.31576 hartree/bohr
**LUMO energy**: 0.4 eV
**ΔE to the lowest compared entry with this formula, charge and spin**: 1412.4 kcal per mole
**Charge**: 0

XYZ file:
```
180
Properties=species:S:1:pos:R:3:forces:R:3:mulliken_charge:R:1
C 3.001 2.972 -4.508 -1.692 -0.858 0.205 -1.776
C 1.834 2.695 -3.449 0.277 -0.535 0.706 0.873
C 2.312 3.186 -2.081 -0.234 1.836 -0.423 -2.885
C 1.277 3.417 -1.000 0.706 0.637 -4.753 0.757
C 0.165 4.317 -1.542 0.871 -1.041 0.215 -2.294
C -0.439 3.710 -2.842 -1.410 -0.104 0.840 1.906
N 0.599 3.436 -3.820 2.336 1.627 0.651 0.139
O 0.075 2.965 -5.005 -1.084 -1.321 -0.637 -0.458
C -1.308 2.483 -2.520 0.840 1.880 0.245 -0.736
C -1.379 4.804 -3.348 0.907 0.337 -1.393 -1.887
C 1.585 1.189 -3.173 0.127 1.860 -2.798 -0.891
H 2.753 2.482 -5.450 0.034 -0.509 0.000 0.417
H 3.919 2.530 -4.121 0.059 0.199 -0.067 0.372
H 3.126 4.004 -4.838 0.017 0.280 0.807 0.387
H 3.019 2.518 -1.587 0.679 0.051 -0.758 0.580
H 2.671 4.192 -2.298 1.003 0.065 0.318 0.584
H 1.814 3.871 -0.167 0.735 1.203 -1.601 1.159
H 0.922 2.441 -0.671 0.212 0.488 -1.697 0.540
H 0.555 5.317 -1.731 0.068 0.031 -0.216 0.459
H -0.575 4.417 -0.749 -0.447 0.154 -0.272 0.425
H -1.834 2.005 -3.346 1.311 4.746 2.358 -0.407
H -0.749 1.711 -1.991 -0.443 1.472 -1.778 -0.676
H -2.000 2.870 -1.772 -0.683 -0.256 -0.566 0.714
H -0.677 5.539 -3.742 -0.233 0.493 -0.116 0.537
H -1.956 4.456 -4.204 -0.226 -0.010 0.125 0.314
H -2.016 5.305 -2.619 0.063 -0.455 0.207 0.349
H 1.391 0.924 -2.134 1.300 1.865 -1.305 0.758
H 2.331 0.540 -3.630 -0.319 1.457 0.276 0.146
H 0.700 0.877 -3.729 -0.221 0.404 -0.138 -0.174
H 0.491 3.420 -5.742 0.170 0.430 0.211 0.413
C -1.008 -2.390 -0.315 -9.289 -7.021 -11.316 0.486
C -2.111 -2.423 -1.395 -0.479 -1.184 -0.675 0.854
C -3.300 -1.896 -0.707 -4.130 -0.079 0.164 -0.803
C -4.468 -1.611 -1.712 0.513 1.602 0.023 -1.261
C -3.926 -0.547 -2.629 1.174 1.367 -1.437 -1.062
C -2.671 -0.948 -3.499 0.495 0.551 2.832 1.341
N -1.678 -1.558 -2.501 -2.867 0.974 -1.093 0.600
O -0.435 -1.927 -2.991 -7.791 0.672 -1.805 0.641
C -3.194 -1.925 -4.449 -0.839 -0.369 -2.250 -1.187
C -2.123 0.307 -4.274 -0.673 -1.327 -0.708 -1.250
C -2.465 -3.820 -1.935 0.205 -0.480 0.468 -1.417
H -1.020 -1.471 0.270 -6.786 2.426 -3.150 -0.091
H -0.001 -2.669 -0.625 -2.849 -1.235 -4.573 -0.683
H -1.083 -3.204 0.406 -1.341 -0.866 -0.729 0.669
H -3.794 -2.579 -0.016 0.763 -0.953 0.074 0.570
H -3.129 -1.076 -0.010 -0.358 0.213 -0.597 0.141
H -5.344 -1.151 -1.256 0.022 -0.198 0.527 0.592
H -4.869 -2.443 -2.291 0.424 -0.370 0.372 0.455
H -3.634 0.343 -2.072 -0.494 -0.142 0.258 0.615
H -4.597 -0.139 -3.386 -0.572 -0.290 0.058 0.731
H -3.889 -1.407 -5.110 0.355 0.519 -0.557 0.537
H -2.360 -2.265 -5.061 -0.384 -0.898 -0.053 -0.044
H -3.954 -2.619 -4.090 1.076 -0.752 0.428 0.466
H -2.848 0.436 -5.078 0.075 0.151 -0.184 0.886
H -2.025 1.279 -3.790 -1.686 -4.457 -1.843 -0.395
H -1.144 0.280 -4.752 0.162 -0.932 -0.081 -0.209
H -2.860 -4.399 -1.100 0.650 -0.526 0.179 0.451
H -1.604 -4.249 -2.449 0.123 -0.376 0.408 0.287
H -3.283 -3.924 -2.648 0.089 0.814 -0.111 0.382
H 0.230 -1.279 -2.746 2.657 -0.263 -1.688 -0.231
C 0.714 -1.826 0.294 11.855 3.399 2.177 -0.447
C 1.010 -0.539 -0.486 0.652 -0.889 -1.726 0.937
C -0.025 -0.151 -1.471 -3.833 2.295 0.884 0.444
C -1.353 0.388 -0.885 0.190 -1.555 0.006 0.766
C -1.093 1.589 -0.126 0.615 0.881 4.810 -0.761
C 0.082 1.399 0.924 0.026 -0.346 -0.248 0.068
N 1.259 0.669 0.258 -1.744 0.929 -0.848 1.707
O 2.302 0.515 1.114 1.396 -0.303 2.021 -0.604
C 0.583 2.789 1.247 1.370 -0.964 -2.048 -0.966
C -0.362 0.669 2.210 -0.462 -0.043 -8.054 -0.680
C 2.193 -0.886 -1.456 -0.725 1.736 5.343 -0.075
H 1.154 -2.729 -0.129 1.181 0.321 0.089 0.065
H -0.365 -1.944 0.401 12.054 2.809 1.798 -0.628
H 1.182 -1.666 1.266 1.980 0.047 -2.133 0.263
H 0.130 0.690 -2.147 0.205 -1.463 1.296 0.408
H -0.344 -0.924 -2.170 -0.754 5.088 6.038 -1.007
H -1.820 -0.363 -0.247 0.476 1.215 0.098 -0.472
H -2.160 0.548 -1.600 0.945 0.020 0.015 -1.033
H -1.991 1.709 0.480 -0.252 0.440 0.619 0.654
H -0.960 2.586 -0.547 0.145 -1.120 0.414 -0.444
H 1.237 3.111 0.436 -2.006 -0.926 4.197 -1.100
H -0.315 3.351 1.505 0.718 1.194 -2.568 0.354
H 1.110 2.712 2.198 0.826 -0.084 -5.949 -0.602
H -1.121 1.246 2.738 -0.828 -1.182 -1.535 0.153
H -0.660 -0.348 1.957 0.444 4.639 -1.098 -1.130
H 0.462 0.595 2.920 1.843 -1.821 -3.853 1.156
H 3.109 -1.103 -0.907 0.129 -0.281 0.686 0.451
H 2.509 -0.025 -2.045 -0.494 -0.990 1.191 0.808
H 2.134 -1.761 -2.104 -4.133 -0.360 2.981 -1.249
H 3.031 1.030 0.761 0.068 0.141 -0.073 0.426
C 5.317 -4.155 -4.852 -1.488 -0.688 -0.615 -1.821
C 3.981 -3.605 -4.164 1.075 2.023 -0.182 1.373
C 4.339 -2.070 -3.947 0.824 -1.026 0.112 -1.951
C 3.179 -1.270 -3.568 0.226 -0.193 -3.652 -0.157
C 1.930 -1.395 -4.574 1.606 0.462 0.912 -0.241
C 1.568 -2.845 -4.840 -1.396 -1.261 0.890 2.143
N 2.799 -3.582 -5.100 3.131 0.695 -0.802 0.348
O 2.632 -4.873 -5.572 -1.189 -1.442 0.491 -0.517
C 0.809 -3.357 -3.595 3.119 -4.066 -1.223 -0.702
C 0.609 -2.976 -6.072 1.221 0.504 0.009 -2.089
C 3.715 -4.240 -2.777 -0.234 0.215 -0.409 -1.447
H 5.423 -3.728 -5.848 0.287 1.122 0.320 0.465
H 5.364 -5.180 -5.220 -0.701 -0.680 0.893 0.395
H 6.189 -4.053 -4.205 -0.140 0.521 -0.084 0.354
H 4.962 -1.896 -3.070 0.712 -0.853 0.154 0.548
H 4.922 -1.600 -4.739 -0.175 -0.507 -0.629 0.247
H 3.508 -0.237 -3.462 0.543 -0.344 -0.638 0.894
H 2.903 -1.460 -2.530 3.932 -0.692 -4.852 0.216
H 2.082 -0.883 -5.524 0.597 0.128 -0.103 0.669
H 1.162 -0.775 -4.111 -0.356 -0.982 -0.475 -0.141
H -0.216 -2.988 -3.589 1.345 -3.853 -2.122 -0.352
H 0.928 -4.411 -3.348 0.302 -0.429 -0.693 0.733
H 1.191 -2.881 -2.692 0.354 -0.563 -0.194 0.424
H -0.329 -2.441 -5.929 -0.015 -0.189 0.356 0.170
H 1.090 -2.470 -6.910 0.134 -0.014 -0.249 0.492
H 0.447 -4.009 -6.382 -0.155 0.052 0.362 0.459
H 3.229 -5.206 -2.915 0.325 -0.179 0.227 0.328
H 3.043 -3.640 -2.164 -0.221 0.075 -0.260 0.030
H 4.612 -4.269 -2.158 0.278 -0.479 -0.345 0.313
H 2.966 -4.945 -6.469 0.120 0.566 -0.119 0.366
C 0.659 -0.849 6.064 0.019 -1.235 0.548 -2.397
C -0.261 -1.605 5.058 0.832 1.583 1.080 1.516
C -0.895 -0.451 4.148 -1.259 -3.837 0.162 0.311
C -1.590 -1.172 2.901 -0.674 -1.308 2.296 -2.727
C -0.459 -1.824 2.097 -1.069 -3.746 7.093 0.400
C 0.234 -3.000 2.923 -0.210 -1.669 1.209 1.406
N 0.685 -2.544 4.336 -3.283 4.138 -4.088 0.714
O 1.311 -3.414 5.122 0.579 -2.101 1.310 -0.576
C -0.735 -4.227 3.016 0.335 -0.905 -0.750 -1.710
C 1.525 -3.505 2.214 0.220 -0.061 0.724 -2.082
C -1.340 -2.260 5.956 -0.498 0.533 -0.403 -1.797
H 0.163 0.020 6.498 0.129 -2.275 0.457 0.180
H 1.586 -0.410 5.696 -0.074 -0.548 -0.634 0.433
H 0.962 -1.575 6.819 -0.047 0.079 0.306 0.747
H -1.737 0.085 4.584 0.911 -0.467 0.847 1.840
H -0.158 0.227 3.718 -1.405 -2.641 4.176 -0.761
H -2.105 -0.504 2.210 -0.923 -0.193 0.661 0.700
H -2.370 -1.786 3.350 0.146 -0.843 -0.239 0.863
H 0.331 -1.085 1.964 -0.672 -1.346 1.444 0.051
H -0.728 -2.235 1.124 -2.020 -1.114 10.005 -1.202
H -0.205 -5.138 3.295 0.296 0.242 1.448 0.477
H -1.709 -4.160 3.500 0.381 0.393 0.464 0.110
H -0.984 -4.716 2.074 -0.262 0.973 -1.132 0.447
H 2.173 -4.152 2.805 -0.401 0.075 0.687 0.672
H 1.328 -4.130 1.343 -0.222 0.340 -0.242 0.325
H 2.101 -2.617 1.953 0.481 -0.784 0.135 0.707
H -2.015 -2.872 5.359 0.342 -0.745 0.370 0.290
H -2.040 -1.542 6.383 0.120 0.799 -0.352 0.360
H -0.941 -2.651 6.892 0.219 -1.008 -0.530 0.441
H 2.168 -3.010 5.276 0.282 -0.149 0.067 0.346
C 0.178 2.533 3.387 -0.551 2.656 8.449 -1.501
C -0.134 2.882 4.887 -0.680 0.988 0.336 2.866
C 0.414 4.335 5.145 0.364 -1.482 0.629 -0.893
C -0.069 4.997 6.393 -1.562 0.437 1.974 -1.171
C -1.615 5.106 6.396 1.675 0.388 -1.357 -1.345
C -2.321 3.790 6.066 -1.191 -0.856 1.135 1.330
N -1.614 2.968 5.032 -0.438 1.636 -0.826 0.603
O -2.367 1.819 4.529 0.379 1.935 1.299 -0.591
C -2.436 2.896 7.350 -0.536 0.327 0.027 -1.345
C -3.744 4.322 5.608 -0.155 -1.299 -1.993 -1.876
C 0.566 1.874 5.883 -0.787 1.264 -0.385 -1.707
H 1.177 2.863 3.101 0.198 0.442 5.383 0.328
H -0.387 2.988 2.574 -1.135 0.095 4.105 0.302
H 0.028 1.466 3.219 1.850 5.465 3.002 -1.119
H 1.468 4.118 5.315 0.371 0.496 -0.664 0.431
H 0.217 4.998 4.302 0.174 -0.157 -0.181 0.394
H 0.418 5.949 6.604 -0.212 0.526 -0.771 0.480
H 0.145 4.570 7.372 0.538 -1.270 -0.236 0.365
H -1.846 5.793 5.582 -0.252 0.227 -0.027 0.414
H -2.008 5.531 7.320 -0.027 -0.181 -0.027 0.543
H -1.652 2.139 7.353 -0.268 -0.028 0.029 0.183
H -2.380 3.421 8.304 0.261 0.456 -0.074 0.328
H -3.430 2.453 7.400 0.137 -0.500 -0.270 0.390
H -4.315 5.087 6.133 0.792 -0.021 0.756 0.345
H -3.664 4.695 4.586 0.711 0.651 -0.083 0.440
H -4.490 3.578 5.332 0.094 -0.847 0.849 0.395
H 1.364 1.304 5.406 -0.371 0.338 -0.214 0.426
H -0.178 1.197 6.303 -0.139 1.284 -0.944 -0.069
H 1.014 2.244 6.805 0.077 0.918 -0.070 -0.073
H -2.303 1.975 3.584 -0.510 0.180 -0.171 0.313
```
Positions in Å, forces in eV/Å.